This record from the Open Molecules 2025 dataset describes C15H23O4RuS4Se as an isolated structure at a distorted geometry. The level of theory is wB97M-V/def2-TZVPD.

Summary:
Spin multiplicity = 2
HOMO level (alpha / beta) = -7.84 / -7.88 eV
Expectation value of S² = 0.763
Orbital gap (alpha / beta) = 7.6 / 6.2 eV

Cartesian coordinates (Å):
Ru: -0.58 0.69 1.21
C: -1.57 3.74 2.17
C: -2.85 2.96 1.93
S: -2.63 1.68 0.66
C: -2.24 2.76 -0.79
C: -1.03 2.30 -1.58
S: 0.39 1.80 -0.55
C: 0.91 3.43 0.13
C: 1.18 3.34 1.62
S: -0.19 2.58 2.52
H: -1.68 4.38 3.05
H: -1.33 4.38 1.33
H: -3.68 3.61 1.66
H: -3.13 2.40 2.82
H: -2.11 3.77 -0.42
H: -3.12 2.76 -1.43
H: -0.71 3.07 -2.28
H: -1.26 1.39 -2.14
H: 0.13 4.16 -0.09
H: 1.81 3.74 -0.40
H: 1.43 4.31 2.04
H: 2.00 2.65 1.83
O: 1.24 0.45 3.65
S: 0.59 -0.70 3.04
O: 0.90 -1.99 3.56
O: 0.89 -0.60 1.50
O: -0.95 -0.45 2.96
C: 3.08 -4.74 -1.97
C: 1.93 -3.82 -1.65
C: 1.57 -2.79 -2.49
C: 0.52 -1.92 -2.19
C: 0.19 -0.85 -3.18
C: -0.17 -2.11 -0.98
Se: -1.61 -0.93 -0.48
C: 0.14 -3.18 -0.14
C: -0.67 -3.47 1.09
C: 1.19 -4.01 -0.49
H: 3.57 -4.45 -2.90
H: 2.75 -5.77 -2.07
H: 3.83 -4.72 -1.18
H: 2.12 -2.65 -3.42
H: 0.72 -1.03 -4.12
H: 0.50 0.13 -2.82
H: -0.88 -0.82 -3.40
H: -0.76 -2.60 1.74
H: -0.22 -4.29 1.66
H: -1.69 -3.76 0.81
H: 1.45 -4.83 0.18

***

This record from the Open Molecules 2025 dataset describes a 2-piece molecular cluster, C15H24ClN2O6S overall at a distorted geometry. The level of theory is wB97M-V/def2-TZVPD.

Summary:
Charge = -1
HOMO level = -2.09 eV
Orbital gap = 2.0 eV

Cartesian coordinates (Å):
C: -6.03 1.43 2.93
C: -5.10 0.38 2.78
C: -4.88 -0.36 1.44
O: -5.79 -0.64 0.68
O: -3.54 -0.68 1.16
C: -3.44 -2.10 0.83
C: -1.94 -2.49 0.44
C: -0.94 -1.39 0.99
C: 0.55 -2.00 1.01
C: 1.12 -2.29 -0.44
C: 2.37 -1.41 -0.86
N: 2.37 -0.04 -0.34
C: 2.94 0.48 0.86
C: 2.74 1.90 0.96
Cl: 3.32 2.89 2.28
N: 2.03 2.24 -0.22
C: 1.82 1.09 -0.96
C: 1.09 1.22 -2.33
C: -0.23 0.33 -2.42
C: -1.25 0.86 -3.54
H: -5.70 2.50 3.12
H: -7.14 1.26 2.91
H: -4.49 0.06 3.68
H: -4.06 -2.28 -0.09
H: -3.87 -2.76 1.64
H: -1.86 -2.54 -0.68
H: -1.66 -3.50 0.86
H: -1.00 -0.43 0.42
H: -1.19 -1.16 2.07
H: 1.21 -1.38 1.66
H: 0.44 -3.00 1.53
H: 0.31 -2.20 -1.21
H: 1.48 -3.37 -0.45
H: 3.34 -1.93 -0.62
H: 2.33 -1.32 -2.00
H: 3.45 -0.26 1.52
H: 1.74 3.20 -0.44
H: 0.87 2.29 -2.61
H: 1.81 0.85 -3.13
H: 0.10 -0.73 -2.61
H: -0.77 0.46 -1.44
H: -2.28 0.72 -3.10
H: -1.16 0.21 -4.45
H: -1.11 1.95 -3.76
O: 5.72 3.51 -0.73
S: 6.40 2.80 0.38
O: 7.70 2.27 -0.08
O: 5.54 1.67 0.83
O: 6.61 3.73 1.52

***

This record from the Open Molecules 2025 dataset describes C15H24EuN6O6 as an isolated structure at a distorted geometry. The level of theory is wB97M-V/def2-TZVPD.

Summary:
Charge = +1
Spin multiplicity = 7
HOMO level (alpha / beta) = -11.77 / -11.84 eV
Expectation value of S² = 12.112
Orbital gap (alpha / beta) = 7.6 / 5.6 eV

Cartesian coordinates (Å):
O: 0.69 -1.37 -2.99
H: 0.01 -1.75 -3.57
Eu: 0.26 -0.05 -1.06
N: 1.97 -1.79 -0.19
N: -0.50 -2.03 0.16
N: 0.77 2.25 -0.37
N: -1.15 1.10 0.84
O: 2.68 -1.07 -0.94
O: 1.97 2.78 -0.89
O: -2.05 0.41 1.60
O: -1.67 -2.07 0.74
C: 0.08 -3.16 -0.32
C: 1.42 -2.95 -0.74
C: 0.09 3.05 0.44
C: -1.01 2.39 1.15
C: 2.13 -3.69 -1.80
H: 1.95 -3.18 -2.76
H: 1.76 -4.72 -1.88
H: 3.21 -3.71 -1.58
C: -0.65 -4.43 -0.53
H: -1.59 -4.24 -1.06
H: -0.87 -4.89 0.44
H: -0.05 -5.13 -1.12
C: 0.41 4.48 0.70
C: -1.80 3.20 2.14
H: 1.06 4.87 -0.09
H: 0.92 4.63 1.66
H: -0.51 5.06 0.73
H: -2.42 2.56 2.79
H: -2.44 3.92 1.61
H: -1.13 3.79 2.79
H: 2.11 2.22 -1.71
H: -1.94 -0.54 1.25
C: -1.93 0.36 -2.13
H: -1.94 0.06 -3.18
H: -2.11 1.44 -1.98
H: -2.60 -0.24 -1.50
O: 1.44 0.91 -3.02
H: 1.11 -0.18 -3.25
H: 1.34 1.43 -3.83
N: -0.39 0.17 7.58
C: -0.08 0.07 6.45
C: 0.25 -0.02 5.04
C: 0.12 -1.23 4.36
C: 0.44 -1.26 2.99
N: 0.88 -0.19 2.34
C: 1.08 0.94 2.99
C: 0.77 1.09 4.36
H: -0.21 -2.15 4.84
H: 0.32 -2.16 2.41
H: 1.46 1.79 2.42
H: 0.96 2.04 4.86

***

This record from the Open Molecules 2025 dataset describes C15H24IrN3PS3Se as an isolated structure at a distorted geometry. The level of theory is wB97M-V/def2-TZVPD.

Summary:
Charge = +1
HOMO level = -10.55 eV
Orbital gap = 6.4 eV

Cartesian coordinates (Å):
Ir: 0.12 1.00 -0.51
S: -2.83 4.35 0.40
C: -1.88 3.08 0.05
S: -2.03 1.48 0.66
S: -0.53 3.20 -1.01
C: 3.43 -0.09 -1.44
P: 1.94 0.79 -1.99
C: 2.59 2.47 -2.25
C: 1.66 0.22 -3.69
H: 4.22 0.02 -2.17
H: 3.23 -1.15 -1.28
H: 3.74 0.34 -0.49
H: 3.43 2.47 -2.94
H: 2.92 2.86 -1.28
H: 1.80 3.12 -2.62
H: 2.58 0.31 -4.26
H: 0.89 0.83 -4.16
H: 1.33 -0.82 -3.71
C: -0.49 3.08 3.69
N: -0.58 1.62 3.64
C: -1.45 0.85 4.36
C: -1.27 -0.43 3.97
N: -0.29 -0.42 3.01
C: 0.20 -1.59 2.29
C: 0.12 0.84 2.80
Se: 1.43 1.43 1.59
H: -1.19 3.44 4.44
H: -0.76 3.49 2.72
H: 0.52 3.38 3.95
H: -2.13 1.27 5.08
H: -1.75 -1.34 4.29
H: -0.39 -2.46 2.59
H: 1.25 -1.77 2.51
H: 0.08 -1.45 1.21
N: -1.32 -0.15 -1.74
C: -1.35 -1.57 -1.51
C: -0.19 -2.32 -1.63
C: -0.23 -3.69 -1.39
C: -1.42 -4.30 -1.03
C: -2.57 -3.54 -0.89
C: -2.54 -2.17 -1.13
H: -2.21 0.29 -1.53
H: -1.08 0.07 -2.71
H: 0.74 -1.83 -1.90
H: 0.68 -4.27 -1.50
H: -1.45 -5.37 -0.86
H: -3.51 -4.01 -0.62
H: -3.44 -1.58 -1.03

***

This record from the Open Molecules 2025 dataset describes C15H24N5O5SSn as an isolated structure. The level of theory is wB97M-V/def2-TZVPD.

Summary:
Charge = +3
HOMO level (alpha / beta) = -17.77 / -17.77 eV
Orbital gap (alpha / beta) = 5.4 / 5.6 eV

Cartesian coordinates (Å):
Sn: 0.38 -1.79 0.86
C: 5.19 -0.57 0.28
C: 4.25 0.13 1.16
N: 2.92 -0.14 1.30
C: 2.45 0.74 2.16
C: 3.52 1.62 2.61
N: 4.59 1.20 1.96
C: 3.70 2.82 3.54
O: 2.68 3.24 4.23
O: 4.81 3.27 3.55
C: 1.01 0.77 2.60
O: 0.70 1.61 3.42
O: 0.19 -0.10 2.10
H: 4.69 -1.40 -0.21
H: 6.04 -0.94 0.85
H: 5.59 0.12 -0.47
H: 5.51 1.63 2.07
H: 1.85 2.74 4.06
S: -3.50 -2.27 3.64
C: -3.33 -3.64 2.63
C: -2.28 -3.47 1.80
N: -1.62 -2.27 1.97
C: -2.17 -1.55 2.92
H: -4.00 -4.49 2.69
H: -1.94 -4.19 1.07
H: -1.81 -0.58 3.21
C: -0.38 0.06 -4.64
C: -1.74 -0.23 -3.97
N: -1.99 0.70 -2.88
C: -2.70 1.92 -3.24
C: -4.22 1.68 -3.36
C: -1.52 0.49 -1.57
C: -1.94 1.44 -0.50
N: -0.72 -0.49 -1.31
H: -0.26 -0.65 -5.46
H: 0.45 -0.04 -3.95
H: -0.37 1.06 -5.07
H: -1.79 -1.26 -3.60
H: -2.53 -0.10 -4.70
H: -2.33 2.24 -4.21
H: -2.50 2.70 -2.51
H: -4.45 0.92 -4.11
H: -4.67 2.62 -3.68
H: -4.66 1.39 -2.41
H: -1.40 2.39 -0.60
H: -1.68 1.01 0.46
H: -3.00 1.65 -0.53
H: -0.47 -1.05 -2.12
O: 1.65 -3.39 2.41
H: 2.01 -3.27 3.30
H: 1.78 -4.33 2.21

***

Number 1: energy -135388.69079 eV. Number 2: energy -54560.70121 eV. Number 3: energy -56482.65151 eV. Number 4: energy -130391.50123 eV. Number 5: energy -50272.68305 eV.